The following is a DFT calculation (wB97M-V/def2-TZVPD) of 2 unconnected molecules or ions with the total composition C4H9PS.

Calculated values
- SMILES: [H]/P=C/C.C=CS
- Energy relative to the best compared isomer or geometry (same formula, charge and spin): 73.40 kcal/mol
- Calculated total energy: -24414.7926 eV
- HOMO-LUMO gap: 9.22 eV
- HOMO level: -8.68 eV

Each atom is followed by the atoms it is bonded to, with distances in Å.
Element x y z (Å)
1 H -3.84346 -1.61210 -0.75677  P2 1.309
2 P -3.04329 -0.99861 0.07733  H1 1.309, C3 1.618
3 C -3.13273 0.50928 -0.50277  P2 1.618, C4 1.502, H5 1.060
4 C -2.42889 1.61472 0.23192  C3 1.502, H6 1.058, H7 1.058, H8 1.117
5 H -3.74020 0.96921 -1.23965  C3 1.060
6 H -2.51237 2.60827 -0.12152  C4 1.058
7 H -2.74743 1.55910 1.23961  C4 1.058
8 H -1.37642 1.26475 0.10360  C4 1.117
9 C 3.83209 -0.96773 -0.61147  C10 1.302, H12 1.064, H13 1.070
10 C 2.80159 -1.30533 0.10887  C9 1.302, S11 1.755, H14 1.052
11 S 2.25583 -0.37173 1.49095  C10 1.755, H15 1.356
12 H 4.16294 -1.57689 -1.41916  C9 1.064
13 H 4.51255 -0.24311 -0.21609  C9 1.070
14 H 2.07670 -2.06747 0.09859  C10 1.052
15 H 3.18308 0.61763 1.51657  S11 1.356